C26H42BrDyN2O6P as an isolated structure in a non-equilibrium geometry. Source: the Open Molecules 2025 dataset; level of theory: wB97M-V/def2-TZVPD.

Atoms and positions in Å:
Dy  0.902  -0.596  1.686
O  0.061  -3.166  5.041
C  0.478  -2.578  3.952
O  0.627  -1.328  3.888
C  0.631  -3.517  2.781
O  1.289  -2.931  1.641
C  2.609  -3.358  1.292
C  3.628  -2.280  1.547
O  4.782  -2.581  1.274
O  3.165  -1.070  1.951
H  -0.197  -2.570  5.796
H  -0.371  -3.813  2.427
H  1.138  -4.454  3.131
H  2.627  -3.570  0.179
H  2.861  -4.294  1.800
C  -5.399  0.529  -2.908
C  -4.670  -0.845  -3.217
C  -4.552  -0.950  -4.777
C  -5.511  -2.076  -2.748
C  -3.339  -0.871  -2.528
C  -3.279  -0.827  -1.126
C  -2.098  -0.891  -0.445
Br  -2.310  -0.927  1.483
C  -0.851  -0.858  -1.107
O  0.246  -0.907  -0.360
C  -0.903  -0.824  -2.581
C  -2.126  -0.828  -3.223
C  0.257  -0.730  -3.581
C  0.139  0.575  -4.389
C  1.585  -0.713  -2.861
C  0.256  -2.000  -4.474
H  -6.495  0.413  -3.099
H  -5.004  1.298  -3.584
H  -5.239  0.887  -1.899
H  -5.552  -0.959  -5.281
H  -3.983  -1.845  -5.102
H  -4.007  -0.080  -5.196
H  -6.502  -2.006  -3.153
H  -5.646  -2.055  -1.648
H  -5.032  -3.030  -3.006
H  -4.218  -0.670  -0.579
H  -2.123  -0.797  -4.329
H  0.258  1.449  -3.714
H  -0.797  0.665  -4.948
H  0.972  0.674  -5.123
H  1.691  0.173  -2.213
H  2.402  -0.639  -3.586
H  1.748  -1.605  -2.236
H  -0.647  -2.037  -5.087
H  0.319  -2.884  -3.829
H  1.144  -2.021  -5.162
C  1.761  4.700  -0.566
C  1.179  3.714  0.421
C  0.402  3.940  1.534
C  0.012  2.705  2.106
N  0.565  1.711  1.340
N  1.268  2.376  0.344
C  -0.956  2.452  3.211
H  1.118  5.603  -0.551
H  1.771  4.312  -1.602
H  2.806  4.987  -0.270
H  0.127  4.908  1.926
H  1.614  1.893  -0.502
H  -0.908  3.235  3.977
H  -0.772  1.451  3.684
H  -1.993  2.400  2.795
C  4.384  2.006  2.938
P  2.952  1.241  3.763
C  2.534  2.545  4.938
C  3.814  -0.020  4.823
H  5.037  2.501  3.686
H  4.063  2.771  2.220
H  4.938  1.241  2.415
H  3.472  2.969  5.341
H  1.930  2.183  5.773
H  1.970  3.349  4.458
H  4.765  0.373  5.224
H  4.023  -0.868  4.176
H  3.155  -0.361  5.625

The expectation value of S² is 9.115. The value obtained for the energy relative to the best compared isomer or geometry (same formula, charge and spin) is 16.0 kcal per mole. The total charge is +1. As for the HOMO energy (spin up / spin down): -10.15 / -10.16 eV. The molar mass is 752.01 Da. As for the largest force on an atom: 2.6 eV/Å. The HOMO-LUMO gap (spin up / spin down) is 6.00 / 7.26 eV. As for the spin multiplicity: 6.

C16H23CdN8O4SSe2Te2 as an isolated structure in a non-equilibrium geometry. Source: the Open Molecules 2025 dataset; level of theory: wB97M-V/def2-TZVPD.

Atoms and positions in Å:
Cd  -1.104  2.814  -0.664
Se  2.405  0.432  1.632
Te  4.178  -0.707  3.182
Te  2.576  1.393  -0.794
Se  0.502  1.497  0.394
N  -0.645  2.425  3.126
C  -1.718  1.550  2.684
C  -2.777  1.221  3.729
C  -2.142  0.530  4.938
C  -1.803  -0.954  4.737
N  -0.938  -1.296  3.596
C  0.405  -1.157  3.522
N  1.089  -0.456  4.424
N  1.092  -1.857  2.618
C  -2.314  2.170  1.401
O  -2.762  1.378  0.533
O  -2.194  3.431  1.235
H  0.008  1.989  3.756
H  -0.991  3.298  3.498
H  -1.271  0.622  2.356
H  -3.544  0.586  3.270
H  -3.267  2.143  4.054
H  -2.840  0.568  5.779
H  -1.250  1.087  5.235
H  -2.732  -1.505  4.601
H  -1.328  -1.330  5.649
H  -1.370  -1.773  2.825
H  0.605  0.095  5.110
H  2.060  -0.168  4.136
H  0.614  -2.176  1.789
H  2.073  -1.530  2.454
N  3.276  -3.928  -4.136
C  2.900  -2.593  -3.957
C  3.363  -1.604  -4.817
C  2.908  -0.297  -4.694
C  1.999  0.039  -3.705
C  1.514  -0.949  -2.856
C  1.958  -2.248  -2.977
S  1.585  1.778  -3.633
O  2.686  2.477  -2.924
O  1.395  2.255  -4.986
N  0.255  2.031  -2.723
C  -0.876  1.337  -3.087
N  -0.850  0.390  -4.065
C  -1.920  -0.368  -4.211
C  -3.050  -0.258  -3.407
C  -3.055  0.796  -2.521
N  -2.017  1.623  -2.376
H  4.129  -4.087  -4.643
H  3.159  -4.533  -3.342
H  4.080  -1.859  -5.591
H  3.252  0.479  -5.368
H  0.752  -0.737  -2.120
H  1.579  -3.011  -2.305
H  -1.850  -1.118  -4.997
H  -3.880  -0.945  -3.481
H  -3.906  1.009  -1.884

The value obtained for the energy relative to the best compared isomer or geometry (same formula, charge and spin) is 114.7 kcal per mole. The total charge is -1. As for the HOMO energy: -3.05 eV. The molar mass is 949.01 Da. As for the largest force on an atom: 2.8 eV/Å. The HOMO-LUMO gap is 5.23 eV. As for the spin multiplicity: 1.

A 2-piece molecular cluster, C2H3N2S2 overall in a non-equilibrium geometry. Source: the Open Molecules 2025 dataset; level of theory: wB97M-V/def2-TZVPD.

Atoms and positions in Å:
C  -1.290  -0.339  -0.075
C  1.456  0.982  0.083
N  0.329  1.467  0.053
N  -0.404  -1.273  -0.099
S  2.554  -0.039  -0.249
S  -2.582  0.466  -0.231
H  -0.107  2.117  0.720
H  0.452  -1.188  -0.533
H  -0.409  -2.191  0.331

The value obtained for the energy relative to the best compared isomer or geometry (same formula, charge and spin) is 37.1 kcal per mole. The total charge is +1. As for the HOMO energy: -14.13 eV. The molar mass is 119.19 Da. As for the largest force on an atom: 3.2 eV/Å. The HOMO-LUMO gap is 8.17 eV. As for the spin multiplicity: 1.

A 2-piece molecular cluster, C3H4OS overall in a non-equilibrium geometry. Source: the Open Molecules 2025 dataset; level of theory: wB97M-V/def2-TZVPD.

Atoms and positions in Å:
C  0.553  0.483  1.561
C  0.074  -1.015  -0.334
C  -0.425  0.032  -1.256
O  0.223  -2.145  -0.067
S  0.470  1.975  2.207
H  0.702  -0.235  2.243
H  0.327  0.767  -1.477
H  -1.225  0.423  -0.597
H  -0.700  -0.285  -2.279

The value obtained for the energy relative to the best compared isomer or geometry (same formula, charge and spin) is 92.2 kcal per mole. As for the HOMO energy: -7.24 eV. The molar mass is 88.13 Da. As for the largest force on an atom: 4.0 eV/Å. The HOMO-LUMO gap is 7.33 eV. As for the spin multiplicity: 1.

C25H51AsBrN3OPPdSi3 as an isolated structure. Source: the Open Molecules 2025 dataset; level of theory: wB97M-V/def2-TZVPD.

Atoms and positions in Å:
Pd  0.663  -0.063  0.476
Br  1.087  -0.093  2.990
C  0.988  -1.998  3.139
C  1.246  -2.550  4.353
C  1.154  -3.956  4.487
C  0.804  -4.723  3.417
C  0.533  -4.142  2.152
C  0.164  -4.934  1.036
C  -0.089  -4.357  -0.173
C  0.030  -2.953  -0.337
C  0.399  -2.166  0.709
C  0.637  -2.735  1.985
H  1.507  -1.933  5.202
H  1.366  -4.409  5.446
H  0.730  -5.799  3.519
H  0.079  -6.006  1.164
H  -0.381  -4.970  -1.017
H  -0.178  -2.521  -1.310
C  -2.409  -0.563  3.562
N  -2.405  0.755  2.930
C  -2.780  1.840  3.823
P  -2.629  0.777  1.293
O  -1.582  -0.056  0.617
N  -2.604  2.360  0.837
C  -3.792  3.185  0.664
C  -1.372  3.115  1.005
N  -4.105  0.167  0.907
C  -4.251  -0.936  -0.041
C  -5.249  0.357  1.788
H  -1.698  -0.580  4.391
H  -2.109  -1.329  2.847
H  -3.400  -0.812  3.957
H  -2.041  1.933  4.622
H  -3.755  1.667  4.293
H  -2.817  2.784  3.288
H  -4.647  2.574  0.389
H  -3.616  3.893  -0.149
H  -4.038  3.760  1.564
H  -0.516  2.442  1.001
H  -1.352  3.690  1.938
H  -1.253  3.811  0.172
H  -3.342  -1.056  -0.620
H  -5.082  -0.738  -0.721
H  -4.455  -1.871  0.490
H  -5.058  1.137  2.522
H  -5.491  -0.566  2.323
H  -6.128  0.653  1.210
C  4.596  0.658  -3.501
Si  2.894  0.421  -2.813
C  2.156  -1.173  -3.408
C  1.815  1.862  -3.266
As  2.899  0.296  -0.440
Si  4.398  -1.462  0.162
C  3.642  -3.075  -0.337
C  4.683  -1.421  1.997
C  6.026  -1.210  -0.701
Si  3.743  2.375  0.354
C  4.102  2.237  2.169
C  5.250  2.910  -0.587
C  2.346  3.577  0.107
H  4.508  0.746  -4.589
H  5.253  -0.184  -3.286
H  5.072  1.566  -3.129
H  1.950  -1.108  -4.480
H  1.221  -1.398  -2.893
H  2.838  -2.010  -3.249
H  1.615  1.840  -4.341
H  2.305  2.811  -3.042
H  0.855  1.838  -2.744
H  2.716  -3.273  0.206
H  4.353  -3.875  -0.111
H  3.418  -3.115  -1.404
H  3.764  -1.333  2.577
H  5.346  -0.601  2.274
H  5.175  -2.356  2.283
H  6.009  -1.579  -1.728
H  6.790  -1.776  -0.159
H  6.336  -0.165  -0.719
H  4.844  1.473  2.399
H  3.196  2.008  2.733
H  4.487  3.197  2.524
H  5.990  2.114  -0.687
H  5.724  3.741  -0.058
H  4.986  3.259  -1.587
H  1.527  3.329  0.784
H  1.959  3.557  -0.912
H  2.667  4.598  0.330

The expectation value of S² is 2.008. The value obtained for the energy relative to the best compared isomer or geometry (same formula, charge and spin) is 7.4 kcal per mole. The total charge is +1. As for the HOMO energy (spin up / spin down): -9.86 / -10.47 eV. The molar mass is 786.18 Da. As for the largest force on an atom: 0.9 eV/Å. The HOMO-LUMO gap (spin up / spin down) is 8.01 / 6.41 eV. As for the spin multiplicity: 3.

A 2-piece molecular cluster, C4H3Cl2O2 overall in a non-equilibrium geometry. Source: the Open Molecules 2025 dataset; level of theory: wB97M-V/def2-TZVPD.

Atoms and positions in Å:
C  1.915  -0.361  -0.204
C  0.715  -0.500  0.417
C  -1.686  1.649  0.040
C  -0.576  -0.530  -0.198
O  -1.432  1.826  1.173
O  -2.129  1.878  -1.006
Cl  -0.532  -1.273  -1.821
Cl  -1.815  -1.438  0.784
H  2.719  -0.417  0.488
H  2.058  -0.193  -1.224
H  0.763  -0.642  1.551

The value obtained for the energy relative to the best compared isomer or geometry (same formula, charge and spin) is 5.6 kcal per mole. The total charge is -1. As for the HOMO energy: -2.86 eV. The molar mass is 153.97 Da. As for the largest force on an atom: 2.6 eV/Å. The HOMO-LUMO gap is 6.57 eV. As for the spin multiplicity: 1.

One molecule with the formula C9H13ClN2O in a non-equilibrium geometry. Source: the Open Molecules 2025 dataset; level of theory: wB97M-V/def2-TZVPD.

Atoms and positions in Å:
C  -0.668  1.869  -1.558
C  -1.024  0.519  -1.020
C  -1.787  2.320  0.248
C  0.388  -0.180  -1.205
C  0.997  0.143  1.312
C  2.646  -0.837  -0.258
C  0.652  -2.089  0.271
C  -2.867  0.283  0.856
C  1.119  -0.663  0.060
N  -1.034  2.824  -0.757
N  -1.791  0.935  0.278
O  0.692  -0.378  -2.363
Cl  -3.017  -1.507  0.870
H  -0.041  2.124  -2.355
H  -1.714  -0.128  -1.533
H  -2.112  2.946  1.034
H  -0.015  0.468  1.637
H  1.523  -0.303  2.110
H  1.371  1.166  1.104
H  2.985  0.098  -0.460
H  3.112  -1.330  0.536
H  2.558  -1.413  -1.148
H  -0.334  -2.323  0.853
H  1.392  -2.749  0.773
H  0.531  -2.577  -0.790
H  -3.564  0.782  1.505

The value obtained for the energy relative to the best compared isomer or geometry (same formula, charge and spin) is 51.3 kcal per mole. As for the HOMO energy (spin up / spin down): -7.40 / -7.12 eV. The molar mass is 200.67 Da. As for the largest force on an atom: 3.9 eV/Å. The HOMO-LUMO gap (spin up / spin down) is 7.21 / 7.23 eV. As for the spin multiplicity: 1.

C12H30AlF2N4O11PS2 as an isolated structure in a non-equilibrium geometry. Source: the Open Molecules 2025 dataset; level of theory: wB97M-V/def2-TZVPD.

Atoms and positions in Å:
Al  -1.713  -1.550  -0.928
N  -2.038  -4.409  -0.931
S  -1.481  -5.617  -1.740
O  -2.427  -6.470  -2.386
O  -0.298  -6.256  -1.217
F  -0.886  -4.713  -2.928
S  -2.956  -5.218  0.208
O  -2.447  -6.433  0.744
O  -4.370  -5.071  0.010
F  -2.687  -4.154  1.367
O  -0.215  0.763  0.110
P  0.528  1.823  0.798
N  0.635  3.265  -0.007
C  1.533  3.486  -1.139
C  -0.513  4.184  0.071
N  2.116  1.452  1.228
C  2.526  0.084  1.487
C  3.104  2.450  1.603
N  -0.180  2.135  2.310
C  0.213  3.302  3.117
C  -0.847  1.049  3.035
H  2.544  3.272  -0.782
H  1.463  4.473  -1.582
H  1.294  2.740  -1.906
H  -1.367  3.788  0.621
H  -0.803  4.446  -0.943
H  -0.219  5.083  0.626
H  2.127  -0.585  0.715
H  3.605  -0.014  1.398
H  2.099  -0.267  2.434
H  3.990  2.508  0.957
H  2.743  3.477  1.540
H  3.497  2.249  2.602
H  -0.495  3.286  3.942
H  1.244  3.243  3.477
H  0.084  4.233  2.567
H  -1.655  1.485  3.626
H  -0.198  0.568  3.776
H  -1.218  0.359  2.284
C  2.133  -4.204  -2.803
O  2.712  -3.797  -1.552
C  1.988  -3.087  -0.721
O  0.923  -2.570  -1.011
O  2.534  -2.892  0.449
C  3.688  -3.639  0.878
H  2.948  -4.398  -3.494
H  1.586  -3.351  -3.205
H  1.489  -5.063  -2.660
H  3.513  -4.699  0.707
H  3.742  -3.437  1.945
H  4.607  -3.312  0.395
C  -3.922  2.002  0.611
O  -3.847  2.745  -0.607
C  -3.234  2.129  -1.605
O  -2.919  0.968  -1.627
O  -3.114  2.967  -2.605
C  -2.458  2.516  -3.794
H  -4.106  2.717  1.411
H  -2.988  1.464  0.771
H  -4.762  1.309  0.578
H  -1.591  1.915  -3.503
H  -2.152  3.401  -4.337
H  -3.104  1.870  -4.386

The total charge is +2. As for the HOMO energy: -14.38 eV. The molar mass is 566.48 Da. As for the largest force on an atom: 6.2 eV/Å. The HOMO-LUMO gap is 1.81 eV. As for the spin multiplicity: 1.

- Which formula does entry 5 have?
  C25H51AsBrN3OPPdSi3

- What is the molar mass in the eighth record?
  566.48 Da